# 1
Below is an isolated ion of composition C22H22NO3 and charge +1, with properties calculated with ωB97M-V/def2-TZVPD.

Properties
HOMO energy ... -0.401 hartree
Gap between HOMO and LUMO ... 6.549 eV
LUMO ... -4.35 eV
ΔE to the lowest compared entry with this formula, charge and spin ... 0.0 kJ/mol

```
! RIJCOSX wB97M-V def2-TZVPD def2/J DEFGRID3
* xyz 1 1
C 3.34 1.07 -2.49
H 2.96 1.85 -3.14
H 4.41 1.22 -2.36
H 3.19 0.11 -2.97
C 2.58 1.12 -1.16
N 3.04 0.06 -0.27
C 2.25 -1.01 -0.03
C 2.83 -2.20 0.48
C 4.15 -2.24 0.82
C 4.94 -1.07 0.72
C 6.27 -1.05 1.15
C 7.01 0.10 1.06
C 6.42 1.26 0.55
C 5.12 1.26 0.10
C 4.35 0.09 0.17
H 4.71 2.19 -0.26
H 6.99 2.18 0.50
H 8.04 0.12 1.39
H 6.70 -1.95 1.56
H 4.60 -3.15 1.19
H 2.20 -3.06 0.60
C 0.83 -1.02 -0.23
C -0.02 -0.02 0.08
C -1.46 -0.06 -0.01
C -2.15 -1.09 -0.65
C -3.53 -1.07 -0.69
C -4.26 -0.04 -0.09
C -3.58 1.01 0.55
C -2.19 0.98 0.56
H -1.69 1.79 1.07
O -4.12 2.09 1.15
C -5.51 2.26 1.29
H -5.96 1.46 1.89
H -6.01 2.31 0.32
H -5.63 3.21 1.81
O -5.64 -0.04 -0.17
C -6.35 -1.18 0.09
O -5.84 -2.20 0.45
C -7.81 -0.92 -0.12
H -8.35 -1.86 -0.04
H -7.97 -0.46 -1.09
H -8.16 -0.23 0.65
H -4.06 -1.86 -1.20
H -1.63 -1.90 -1.14
H 0.38 0.90 0.50
H 0.42 -1.98 -0.51
H 2.69 2.09 -0.68
H 1.52 0.96 -1.38
*
```

=====

# 2
Below is one molecule with the formula C22H22O6S, with properties calculated with ωB97M-V/def2-TZVPD.

Properties
HOMO energy ... -0.324 hartree
Gap between HOMO and LUMO ... 8.072 eV
LUMO ... -0.75 eV

```
! RIJCOSX wB97M-V def2-TZVPD def2/J DEFGRID3
* xyz 0 1
C 4.53 3.04 3.06
H 4.43 1.96 2.95
O 4.29 3.72 1.84
C 3.17 3.51 1.12
C 3.16 4.10 -0.15
C 2.09 3.97 -1.01
C 0.99 3.23 -0.64
C 0.95 2.63 0.62
C 2.03 2.79 1.52
O 1.97 2.27 2.77
C 0.96 1.49 3.22
O 0.99 1.15 4.38
C -0.11 1.18 2.26
C -0.12 1.79 1.04
H -0.93 1.58 0.36
C -1.12 0.14 2.53
O -2.21 0.15 2.01
C -0.61 -1.00 3.35
H -0.11 -0.67 4.26
H -1.36 -1.75 3.54
S 0.70 -1.75 2.29
O 1.03 -3.03 2.85
O 1.76 -0.79 2.12
C -0.13 -1.95 0.72
C 0.23 -1.15 -0.34
C -0.48 -1.24 -1.52
C -1.56 -2.12 -1.66
C -1.88 -2.93 -0.57
C -1.18 -2.84 0.62
H -1.43 -3.47 1.46
H -2.70 -3.63 -0.63
C -2.33 -2.16 -2.97
C -1.37 -2.58 -4.09
H -0.55 -1.87 -4.20
H -0.95 -3.56 -3.89
H -1.90 -2.63 -5.04
C -2.89 -0.77 -3.25
H -2.10 -0.03 -3.38
H -3.53 -0.44 -2.43
H -3.49 -0.78 -4.17
C -3.49 -3.15 -2.94
H -4.21 -2.89 -2.17
H -4.01 -3.13 -3.90
H -3.14 -4.17 -2.77
H -0.19 -0.61 -2.35
H 1.06 -0.48 -0.24
H 0.15 3.10 -1.31
H 2.13 4.44 -1.98
H 4.04 4.66 -0.43
H 3.85 3.39 3.84
H 5.55 3.29 3.33
*
```

=====

# 3
Below is C22H23Cl2MnNOS4 as an isolated structure, with properties calculated with ωB97M-V/def2-TZVPD.

Properties
HOMO energy (spin up / spin down) ... -0.243 / -0.245 hartree
Gap between HOMO and LUMO (spin up / spin down) ... 5.162 / 4.600 eV
LUMO (spin up / spin down) ... -1.46 / -2.06 eV
ΔE to the lowest compared entry with this formula, charge and spin ... 312.9 kJ/mol
<S²> ... 8.94

```
! RIJCOSX wB97M-V def2-TZVPD def2/J DEFGRID3
* xyz 0 6
Mn 0.42 1.09 0.31
S -1.01 2.71 -0.50
C -0.86 2.54 -2.24
C -1.84 3.11 -3.07
C -1.75 3.02 -4.44
C -0.67 2.38 -5.04
C 0.31 1.82 -4.25
C 0.20 1.89 -2.86
S 1.48 1.23 -1.83
C 1.26 -0.56 -2.00
C 1.82 -1.18 -0.75
C 2.34 -2.44 -0.82
C 2.67 -3.09 0.41
C 2.63 -2.40 1.56
C 2.32 -0.98 1.58
C 2.62 -0.22 2.65
S -0.25 1.60 2.44
C -1.28 0.25 2.87
C -0.71 -0.82 3.57
C -1.47 -1.91 3.96
C -2.83 -1.98 3.62
C -3.41 -0.96 2.91
C -2.68 0.19 2.55
S -3.48 1.49 1.78
N 1.70 -0.46 0.41
H -2.68 3.61 -2.60
H -2.52 3.47 -5.06
H -0.60 2.31 -6.12
H 1.17 1.33 -4.69
H 1.77 -0.92 -2.89
H 0.19 -0.74 -2.10
H 2.44 -2.94 -1.77
H 2.96 -4.14 0.41
H 2.89 -2.87 2.50
H 2.43 0.83 2.68
H 3.07 -0.69 3.52
H 0.35 -0.77 3.79
H -1.00 -2.71 4.51
H -3.42 -2.84 3.91
H -4.45 -1.01 2.63
C -2.55 -2.54 -0.12
C -1.24 -1.84 0.15
O -1.27 -0.47 -0.33
H -2.51 -3.57 0.23
H -2.78 -2.55 -1.19
H -3.37 -2.04 0.41
H -0.42 -2.31 -0.39
H -0.98 -1.85 1.21
H -2.01 -0.04 0.13
Cl 2.58 4.65 -1.55
C 3.53 3.77 -0.35
Cl 2.61 3.21 1.07
H 4.30 4.44 0.02
H 3.97 2.90 -0.83
*
```

=====

# 4
Below is one molecule with the formula C22H23ClN2O4, with properties calculated with ωB97M-V/def2-TZVPD.

Properties
HOMO energy ... -0.312 hartree
Gap between HOMO and LUMO ... 9.069 eV
LUMO ... 0.58 eV
ΔE to the lowest compared entry with this formula, charge and spin ... 114.4 kJ/mol

```
! RIJCOSX wB97M-V def2-TZVPD def2/J DEFGRID3
* xyz 0 1
C 4.98 4.07 1.28
H 5.78 4.76 1.55
O 4.74 3.29 2.42
C 3.78 2.33 2.36
C 3.00 2.04 1.25
C 2.06 1.04 1.30
C 1.89 0.29 2.46
C 2.67 0.57 3.58
C 3.60 1.58 3.53
H 4.22 1.81 4.39
H 2.54 -0.01 4.48
N 0.92 -0.75 2.50
C 0.75 -1.66 1.48
O 1.41 -1.72 0.48
C -0.49 -2.50 1.81
N -1.61 -2.16 0.95
C -1.50 -2.72 -0.39
C -2.83 -2.57 -1.11
H -2.78 -3.05 -2.08
H -3.62 -3.06 -0.53
C -3.23 -1.09 -1.26
C -2.37 -0.38 -2.29
C -1.67 0.80 -2.04
C -0.92 1.41 -3.04
C -0.89 0.85 -4.31
C -1.61 -0.30 -4.59
C -2.34 -0.90 -3.58
H -2.93 -1.77 -3.81
H -1.60 -0.71 -5.58
Cl 0.05 1.61 -5.55
H -0.38 2.31 -2.83
H -1.70 1.27 -1.08
C -3.19 -0.48 0.15
C -1.86 -0.73 0.85
H -1.91 -0.30 1.86
H -1.05 -0.22 0.31
H -3.40 0.59 0.11
H -3.98 -0.96 0.73
O -4.58 -1.11 -1.73
H -4.88 -0.20 -1.85
H -1.26 -3.78 -0.30
H -0.70 -2.24 -0.97
C -0.77 -2.18 3.28
C 0.05 -0.94 3.57
O -0.02 -0.23 4.53
H -1.82 -2.01 3.47
H -0.43 -2.97 3.94
H -0.27 -3.56 1.65
H 1.46 0.82 0.43
H 3.11 2.60 0.33
H 4.09 4.65 0.99
H 5.31 3.46 0.43
*
```

=====

# 5
Below is one molecule with the formula C22H23ClN4O4, with properties calculated with ωB97M-V/def2-TZVPD.

Properties
HOMO energy ... -0.299 hartree
Gap between HOMO and LUMO ... 8.163 eV
LUMO ... 0.03 eV
ΔE to the lowest compared entry with this formula, charge and spin ... 90.9 kJ/mol

```
! RIJCOSX wB97M-V def2-TZVPD def2/J DEFGRID3
* xyz 0 1
C 6.09 5.31 0.66
O 5.37 5.09 -0.54
C 4.28 5.96 -0.74
C 3.07 5.68 0.18
N 2.65 4.30 0.04
C 3.05 3.42 1.02
O 3.63 3.76 2.03
N 2.71 2.10 0.81
C 2.03 1.63 -0.28
C 1.74 0.28 -0.43
C 1.04 -0.16 -1.54
C 0.64 0.75 -2.52
C 0.92 2.09 -2.37
C 1.61 2.55 -1.25
C 1.93 3.97 -1.10
O 1.60 4.82 -1.89
H 0.62 2.82 -3.11
H 0.12 0.39 -3.40
C 0.80 -1.62 -1.75
O 1.42 -2.24 -2.60
N -0.09 -2.21 -0.92
C -1.00 -1.52 -0.05
H -0.76 -0.46 -0.02
C -2.45 -1.72 -0.55
N -2.76 -3.12 -0.65
C -3.29 -3.80 0.44
C -4.31 -3.20 1.20
C -4.88 -3.88 2.26
C -4.50 -5.16 2.60
C -3.51 -5.76 1.84
C -2.91 -5.10 0.78
H -2.14 -5.62 0.24
H -3.20 -6.77 2.08
H -4.96 -5.67 3.43
Cl -6.13 -3.09 3.16
H -4.67 -2.22 0.95
C -1.84 -3.78 -1.55
H -2.11 -4.83 -1.67
C -0.39 -3.62 -1.08
H 0.31 -4.03 -1.81
H -0.25 -4.12 -0.11
H -1.94 -3.29 -2.53
H -3.13 -1.21 0.13
H -2.55 -1.27 -1.54
H -0.92 -1.94 0.96
H 2.06 -0.43 0.32
H 3.03 1.45 1.52
H 2.25 6.33 -0.13
H 3.32 5.85 1.22
H 4.59 7.01 -0.60
H 3.98 5.81 -1.78
H 6.37 6.37 0.76
H 5.53 5.00 1.54
H 6.99 4.71 0.57
*
```

=====

# 6
Below is C22H23CrN4OS4Se as an isolated structure, with properties calculated with ωB97M-V/def2-TZVPD.

Properties
HOMO energy (spin up / spin down) ... -0.255 / -0.256 hartree
Gap between HOMO and LUMO (spin up / spin down) ... 5.902 / 5.935 eV
LUMO (spin up / spin down) ... -1.03 / -1.03 eV
ΔE to the lowest compared entry with this formula, charge and spin ... 47.3 kJ/mol
<S²> ... 0.77

```
! RIJCOSX wB97M-V def2-TZVPD def2/J DEFGRID3
* xyz 0 2
Cr 0.70 -0.40 1.49
O -2.96 -4.44 5.23
C -2.24 -3.80 4.52
S -2.61 -3.44 2.82
C -1.11 -2.62 2.45
C -0.21 -2.51 3.44
S 1.32 -1.67 3.26
S -0.64 -3.21 4.99
S -0.86 -1.96 0.85
C 1.79 -0.91 -4.21
C 1.92 -0.35 -2.78
N 1.00 -1.02 -1.89
C 1.41 -2.41 -1.73
C 1.52 -3.09 -3.11
N 0.94 -2.15 -4.12
C -0.46 -1.76 -3.73
C -0.35 -0.94 -2.42
H 2.75 -1.21 -4.65
H 1.29 -0.24 -4.90
H 1.74 0.72 -2.78
H 2.93 -0.49 -2.40
H 0.69 -2.92 -1.09
H 2.37 -2.42 -1.21
H 0.95 -4.02 -3.18
H 2.55 -3.28 -3.42
H 0.92 -2.60 -5.03
H -1.01 -2.69 -3.60
H -0.88 -1.20 -4.56
H -1.06 -1.33 -1.69
H -0.59 0.11 -2.60
C -3.76 0.63 3.20
C -3.69 1.22 1.93
C -2.47 1.48 1.35
C -1.29 1.17 2.02
C -1.36 0.63 3.30
C -2.59 0.34 3.87
N -0.03 1.29 1.37
C 0.34 2.58 0.97
C 0.30 3.65 1.87
C 0.63 4.92 1.45
C 1.00 5.15 0.13
C 1.04 4.10 -0.76
C 0.70 2.82 -0.35
H -4.72 0.40 3.64
H -4.61 1.47 1.41
H -2.41 1.92 0.35
H -0.44 0.44 3.85
H -2.63 -0.11 4.86
H 0.01 3.46 2.90
H 0.60 5.74 2.16
H 1.27 6.15 -0.19
H 1.35 4.27 -1.79
H 0.73 1.98 -1.03
Se 3.12 -0.16 1.08
C 3.43 1.03 -0.31
N 3.69 1.69 -1.22
*
```

=====

# 7
Below is a 3-piece molecular cluster, C22H23F7N3O11 overall, with properties calculated with ωB97M-V/def2-TZVPD.

Properties
HOMO energy ... -0.403 hartree
Gap between HOMO and LUMO ... 5.541 eV
LUMO ... -5.43 eV

```
! RIJCOSX wB97M-V def2-TZVPD def2/J DEFGRID3
* xyz 1 1
C -7.96 -3.94 -0.51
O -7.53 -2.53 -0.39
C -6.30 -2.42 0.41
N -5.37 -1.48 -0.34
C -4.02 -1.73 -0.40
N -3.28 -2.89 0.22
C -2.95 -3.98 -0.77
C -4.18 -5.00 -1.12
O -3.72 -6.12 -2.00
C -3.34 -5.63 -3.33
C -4.29 -4.77 -4.36
O -2.07 -5.91 -3.73
N -3.19 -0.74 -1.23
C -2.96 0.56 -0.49
F -3.49 0.56 0.89
F -3.57 1.65 -1.34
C -1.31 0.83 -0.57
F -1.06 2.19 0.02
F -0.94 0.85 -2.03
C -0.42 -0.36 0.13
F -0.95 -0.82 1.44
F 0.94 0.23 0.41
F -0.17 -1.53 -0.77
H -8.56 -4.29 0.45
H -7.10 -4.69 -0.81
H -8.75 -3.97 -1.41
H -5.85 -3.49 0.54
H -6.62 -1.94 1.45
H -5.82 -0.64 -0.82
H -3.72 -3.24 1.09
H -2.03 -4.58 -0.34
H -2.61 -3.43 -1.77
H -4.65 -5.47 -0.12
H -5.09 -4.51 -1.68
H -3.95 -4.96 -5.48
H -5.40 -5.14 -4.25
H -4.17 -3.60 -4.17
H -3.65 -0.59 -2.16
C 5.31 4.32 -1.90
C 5.19 3.24 -2.67
C 4.24 2.15 -2.35
O 4.14 1.18 -3.09
C 3.44 2.28 -1.12
C 3.55 3.36 -0.34
C 4.49 4.46 -0.69
O 4.56 5.45 0.04
O 2.80 3.49 0.81
O 5.96 3.10 -3.81
H 6.00 5.12 -2.13
H 2.76 1.47 -0.88
H 3.06 4.35 1.20
H 5.70 2.24 -4.20
C 6.30 2.33 3.78
C 6.86 2.50 4.97
C 6.94 3.84 5.61
O 7.45 3.96 6.72
C 6.40 4.99 4.87
C 5.84 4.83 3.67
C 5.74 3.48 3.04
O 5.21 3.36 1.94
O 5.34 5.90 2.96
O 7.39 1.43 5.67
H 6.24 1.36 3.30
H 6.48 5.97 5.33
H 4.99 5.52 2.12
H 7.74 1.81 6.51
*
```

=====

# 8
Below is one molecule with the formula C22H23FN4O, with properties calculated with ωB97M-V/def2-TZVPD.

Properties
HOMO energy ... -0.287 hartree
Gap between HOMO and LUMO ... 8.294 eV
LUMO ... 0.48 eV
ΔE to the lowest compared entry with this formula, charge and spin ... 46.6 kJ/mol

```
! RIJCOSX wB97M-V def2-TZVPD def2/J DEFGRID3
* xyz 0 1
C -3.08 -4.25 1.30
H -3.70 -4.74 2.06
O -3.96 -3.80 0.31
C -3.32 -3.23 -0.82
C -2.61 -1.94 -0.50
N -3.36 -0.84 -0.52
C -2.76 0.31 -0.21
N -1.48 0.43 0.12
C -0.71 -0.66 0.15
N 0.57 -0.49 0.56
C 1.63 -1.43 0.30
H 1.24 -2.44 0.17
H 2.30 -1.43 1.16
C 2.42 -1.00 -0.95
N 2.95 0.33 -0.78
C 4.22 0.53 -0.25
C 5.33 -0.17 -0.75
C 6.61 0.03 -0.29
C 6.85 0.97 0.69
C 5.79 1.70 1.19
C 4.50 1.48 0.73
H 3.70 2.06 1.16
H 5.95 2.44 1.96
H 7.85 1.13 1.05
H 7.41 -0.55 -0.73
F 5.17 -1.08 -1.75
C 1.89 1.27 -0.49
H 2.29 2.28 -0.38
C 1.08 0.85 0.75
H 0.24 1.52 0.91
H 1.72 0.85 1.64
H 1.21 1.27 -1.35
H 3.22 -1.72 -1.14
H 1.75 -0.99 -1.82
C -1.27 -1.91 -0.18
H -0.70 -2.82 -0.18
C -3.58 1.52 -0.24
C -4.95 1.43 -0.45
C -5.72 2.58 -0.48
C -5.14 3.82 -0.30
C -3.77 3.92 -0.08
C -2.99 2.78 -0.05
H -1.93 2.84 0.11
H -3.32 4.89 0.06
H -5.75 4.71 -0.32
H -6.79 2.51 -0.65
H -5.39 0.46 -0.60
H -4.13 -3.03 -1.53
H -2.61 -3.95 -1.25
H -2.52 -3.43 1.77
H -2.36 -4.98 0.90
*
```

=====

# 9
Below is one molecule with the formula C22H23FN4O2, with properties calculated with ωB97M-V/def2-TZVPD.

Properties
HOMO energy ... -0.276 hartree
Gap between HOMO and LUMO ... 8.110 eV
LUMO ... 0.61 eV
ΔE to the lowest compared entry with this formula, charge and spin ... 174.5 kJ/mol

```
! RIJCOSX wB97M-V def2-TZVPD def2/J DEFGRID3
* xyz 0 1
O -0.55 2.29 -1.69
C -0.97 1.99 -0.58
N -1.89 1.01 -0.38
H -2.20 0.80 0.55
C -2.32 0.16 -1.46
H -1.93 0.62 -2.37
H -3.41 0.15 -1.52
C -1.82 -1.31 -1.38
N -0.39 -1.49 -1.15
C 0.45 -0.83 -2.14
C 1.91 -1.23 -1.93
N 2.36 -0.96 -0.58
C 2.68 0.35 -0.20
C 3.07 0.62 1.12
C 3.44 1.88 1.52
C 3.43 2.91 0.60
C 3.08 2.68 -0.72
C 2.72 1.41 -1.11
H 2.43 1.27 -2.14
H 3.08 3.50 -1.43
F 3.77 4.16 1.00
H 3.73 2.08 2.54
H 3.11 -0.18 1.85
C 1.52 -1.73 0.33
C 0.07 -1.25 0.21
H 0.06 -0.19 0.49
H -0.56 -1.81 0.90
H 1.60 -2.78 0.04
H 1.86 -1.63 1.36
H 2.02 -2.31 -2.09
H 2.56 -0.72 -2.65
H 0.37 0.26 -2.09
H 0.12 -1.16 -3.13
C -2.58 -2.18 -0.40
C -2.30 -3.54 -0.38
C -2.97 -4.36 0.51
C -3.90 -3.79 1.36
N -4.17 -2.50 1.35
C -3.53 -1.72 0.50
H -3.82 -0.68 0.54
H -4.45 -4.38 2.08
H -2.78 -5.43 0.54
H -1.56 -3.94 -1.06
H -2.01 -1.73 -2.38
C -0.48 2.63 0.65
C -0.55 2.27 1.98
C 0.19 3.23 2.69
C 0.66 4.11 1.75
O 0.26 3.75 0.53
H 1.26 4.99 1.84
H 0.36 3.26 3.75
H -1.05 1.42 2.40
*
```

=====

| no. | strongest force on any atom (eV/Å) |
| --- | --- |
| 1 | 0.990 |
| 2 | 1.122 |
| 3 | 0.500 |
| 4 | 0.461 |
| 5 | 0.643 |
| 6 | 0.499 |
| 7 | 9.284 |
| 8 | 0.712 |
| 9 | 0.987 |